# 1
Below is a structure of composition C37H38CrF5GeN2S, with properties calculated with ωB97M-V with the def2-TZVPD basis set.

```
! RIJCOSX wB97M-V def2-TZVPD def2/J DEFGRID3
* xyz -1 5
C 3.9904 -0.5930 1.4596
F 6.2587 -0.2133 1.9979
H 0.5325 4.6483 1.7006
H -2.7945 -0.7379 2.6801
H 3.6019 4.0707 -2.1248
H -1.6916 7.3114 -3.6748
C -4.1519 5.0993 -2.9481
F 3.7957 -1.2277 2.6202
C 3.4217 4.6581 -0.0656
C 2.5518 4.8122 1.0066
S 1.6826 0.4892 -1.6695
C -3.2713 4.2073 3.6763
F 6.6025 1.0351 -0.3700
H 4.4783 4.8737 0.0504
C -2.6082 2.6727 1.9405
C 5.2364 -0.0910 1.1456
H 0.8337 -2.1522 -2.7919
H -2.6514 -2.2448 -2.6596
H -2.7248 6.2591 3.3517
C 4.3494 0.6978 -0.9295
H -1.3329 -1.2712 3.4627
C -2.0184 -1.4114 0.2205
C 1.1975 4.5128 0.8519
C 0.3119 -3.0070 -2.3478
H 1.3548 -4.9624 -0.0219
H -4.0673 -1.5472 -0.3628
H 0.9752 1.2141 3.7796
H -0.6307 -3.4611 3.4349
C 3.0604 0.2240 -0.6473
C 2.9276 4.2097 -1.2865
C -0.3948 -2.7870 1.3956
H -0.2454 1.9440 1.8927
C -3.5221 6.1994 -3.5220
H 2.0380 -3.8060 1.1220
H -2.7155 -0.5274 -2.2012
C 1.5801 3.8991 -1.4236
H -3.7530 4.4027 4.6280
Cr -0.2031 0.0600 -0.1605
H -0.4495 5.8287 -2.1362
H 1.2517 -0.1695 2.9617
C -3.4143 -0.8376 0.1589
N 0.5032 1.2681 1.8196
H -3.8447 -0.6644 1.1425
C 2.9609 -0.4386 0.5702
H -3.6918 2.1009 3.7123
C 0.6815 4.0424 -0.3624
C -2.0626 4.9918 1.7448
N 0.5995 0.5929 3.0766
H -4.0682 6.8531 -4.1924
Ge -1.1612 3.2740 -0.5569
C 1.5189 -3.8960 0.1701
C -1.4912 5.6171 -2.3624
C 0.1521 -3.3511 2.6866
C -3.4489 4.2642 -2.0866
C -2.1089 -1.5760 2.7605
H -3.4029 0.1124 -0.3820
C -2.6878 5.2476 2.9615
C -1.3814 -1.7232 -1.0087
C -1.3111 1.4490 -0.9946
H 1.2223 3.4951 -2.3670
F 1.7800 -0.9709 0.9111
H 2.1948 -3.5206 -0.5967
H -1.5354 1.3776 -2.0699
C -2.0032 3.6987 1.2130
C -3.2311 2.9165 3.1629
C -0.2888 -2.6220 -1.0212
H 2.9261 5.1652 1.9624
C -1.4964 -1.9375 1.4244
H -1.6190 5.8173 1.1916
C -2.1071 4.5075 -1.7771
H -2.5747 1.6697 1.5192
C 0.2288 -3.1052 0.1720
C -2.1893 6.4566 -3.2277
F 4.5897 1.3247 -2.0778
H -3.9442 3.4017 -1.6481
H 0.5938 -4.3344 2.5332
H 0.9271 -2.7039 3.1171
H 1.0181 -3.8291 -2.2546
C -2.0611 -1.3869 -2.3113
H 1.3455 1.7850 1.5962
H -1.3309 -1.1373 -3.0820
H -5.1928 4.8929 -3.1765
H -2.6550 -2.4206 3.1932
H -0.4680 -3.3212 -3.0437
C 5.4029 0.5516 -0.0606
*
```

The electronic energy comes out at -151324.7035 eV. The value obtained for the energy above the lowest of the compared OMol25 structures with the same formula, charge and spin is 19.86 kcal/mol. The calculation puts the largest force on an atom at 0.868 eV Å⁻¹. The value obtained for the HOMO energy (spin up / spin down) is -2.191 / -2.903 eV.

# 2
Below is a cluster of 3 separate species, C37H38N2O6 in total, with properties calculated with ωB97M-V with the def2-TZVPD basis set.

```
! RIJCOSX wB97M-V def2-TZVPD def2/J DEFGRID3
* xyz 0 1
H -1.3695 1.3631 -5.1973
C 3.6684 0.8981 1.9231
C -2.4835 5.1182 -3.8677
H 2.8432 -2.8067 -1.4841
H -3.9183 -8.0242 0.8806
C -0.0458 -3.3372 -0.6964
H 7.1358 4.6087 3.6110
C 4.6194 1.9440 2.4034
H 0.1756 -6.3772 2.7071
H -4.6923 -6.8886 2.9874
H -1.3611 -3.2681 1.4945
C 6.8838 2.6279 2.8212
H 1.1616 0.5395 -1.8258
C -0.7020 3.2797 -2.4890
C -3.3190 5.9868 -4.5599
H 1.5552 -4.5522 0.0398
C 1.7578 2.4687 2.3940
H -1.6205 -1.9050 -2.0288
C 1.3094 0.2962 1.4432
C -0.0440 0.5895 1.4362
H 7.9447 2.4142 2.8075
H -0.8749 -4.0097 -0.9581
C 0.7273 -3.9703 0.4535
H -1.5029 -0.4681 -1.0078
H 0.1900 -0.1571 -4.0017
C -4.3087 -6.3107 2.1420
H 1.1390 -4.9088 3.0058
H -1.8226 7.0295 -1.1544
H -2.2422 -6.8679 2.3063
H -4.8813 -5.3802 2.1047
O -2.6840 3.4316 -5.5068
H -5.5370 -7.3542 0.6872
H 1.6055 -6.0477 1.7284
C -1.2517 -4.2921 1.8478
H 0.5942 2.7454 -0.8732
H 1.1480 -4.1065 -2.2892
C -4.4897 -7.0937 0.8480
C 6.4288 3.8617 3.2742
C -1.9444 5.5030 -2.6391
C -2.8627 -5.9659 2.4233
C 0.8436 -3.1221 -1.9157
C -1.2549 2.8873 -3.7094
H 0.0659 3.7240 2.7316
H -2.7415 -5.6138 3.4568
H 4.6985 5.0888 3.6478
C -0.9312 1.6485 -4.2507
C 5.0725 4.1370 3.2962
C 5.9823 1.6714 2.3876
C 4.1630 3.1803 2.8614
C -3.6145 7.2307 -4.0293
O 4.0672 -0.1826 1.5448
N 1.9905 -2.2729 -1.5891
H 2.1626 -1.5819 -2.3056
C 2.2159 1.2346 1.9225
C -1.6203 -1.5528 -0.9929
H -4.1478 -6.5159 -0.0106
C 0.7519 -5.5854 2.2266
H 1.1736 -3.1673 1.0608
C -0.0606 0.8077 -3.5775
C -1.0369 4.5981 -1.8756
O -0.5609 -2.0931 -0.2338
H -1.5573 2.0482 1.8721
N -0.0749 -4.8985 1.2474
C 2.7052 3.5006 2.9033
O -2.4466 -4.9661 1.5148
H -4.2629 7.9070 -4.5708
C 0.1688 2.4313 -1.8175
O 2.3114 4.5623 3.3351
C 0.4872 1.1982 -2.3608
H -2.5919 -1.8007 -0.5496
C 0.3980 2.7571 2.3797
H -1.1450 -4.2724 2.9431
H -3.7275 5.6708 -5.5100
C -2.1878 3.7798 -4.4572
C -3.0809 7.6121 -2.8029
C -2.2484 6.7511 -2.1087
H -0.7376 -0.1438 1.0491
H 6.3159 0.7060 2.0322
C -0.5001 1.8173 1.9015
H 1.6692 -0.6501 1.0586
H 0.2586 -2.6506 -2.7090
O -0.5864 4.9216 -0.7981
H -3.3159 8.5841 -2.3894
*
```

The electronic energy comes out at -54250.8566 eV. Its SMILES is O=C1c2ccccc2C(=O)c2ccccc21.O=C1c2ccccc2C(=O)c2ccccc21.CCCOCN(C)C[C@H](CN)OC. The value obtained for the energy above the lowest of the compared OMol25 structures with the same formula, charge and spin is 53.01 kcal/mol. The calculation puts the largest force on an atom at 0.339 eV Å⁻¹. The value obtained for the HOMO energy is -8.696 eV.

# 3
Below is a structure of composition C37H38N3OsP2S3Te, with properties calculated with ωB97M-V with the def2-TZVPD basis set.

```
! RIJCOSX wB97M-V def2-TZVPD def2/J DEFGRID3
* xyz 3 1
C -1.6140 -1.4419 3.3459
H -1.6025 -3.0959 1.9606
N 1.8101 0.7770 0.7409
C 1.7141 -2.5295 1.6187
H 3.3836 -5.2729 2.6583
C 3.7139 1.8167 1.2686
H 0.8266 3.8338 -4.8343
H 2.8461 -0.1173 -2.2013
C 0.1995 2.0267 -2.2489
P 0.0024 -0.7373 2.8540
C -2.5331 3.1959 0.5139
H -6.2962 0.8389 2.3828
H -1.4542 1.0168 4.7324
C 2.7513 -4.3965 2.7002
C -3.1217 2.9314 -0.7190
H 1.8014 5.0719 -2.5677
Te -1.1398 2.2374 1.6212
H -4.6558 3.8730 -1.9835
H -4.8743 5.7242 -0.1429
C 1.8803 0.3546 4.5879
H 2.6099 3.6392 -3.2389
H 2.3649 -4.5957 4.8017
P -2.1894 -1.2412 0.6028
C 2.4179 1.6663 1.6193
C -3.7705 -0.3705 0.4730
H -4.1397 -0.2907 2.6016
C 1.6752 4.0279 -2.8401
C -2.1542 -2.4838 -0.7022
N 3.8994 1.0070 0.1744
H 2.9723 -3.9522 0.6133
C 2.5211 -3.6550 1.5506
C 2.2962 1.1627 5.6350
C -5.5158 0.5663 -0.9011
H 3.3412 1.1865 5.9127
H 0.9289 -2.6040 4.9200
S -0.5576 0.5994 -1.6966
H 0.1521 -4.2859 -2.4242
S -3.1860 4.6499 1.2013
H -5.9209 0.7789 -1.8818
C -4.2035 4.8780 -0.1200
C -3.2168 -4.1075 -2.1240
H 0.0035 -2.4880 -0.7581
C 0.0265 1.8732 5.9993
C -2.2049 -2.2059 2.1655
S 1.2666 3.0513 -1.3474
C -4.5017 -0.0384 1.6126
H -0.6971 2.4473 6.5615
H -3.7294 -0.3151 -1.6827
C -0.9081 -2.9271 -1.1502
H -2.2699 -0.6354 3.6765
C -3.3134 -3.0846 -1.1923
H 1.5589 -1.9338 0.7241
H 1.9010 2.0963 2.4590
C 0.5298 0.3002 4.2373
N -0.0256 2.4854 -3.4590
C -1.9749 -4.5341 -2.5725
C 1.1251 -2.1448 2.8197
H 4.5066 2.4030 1.6982
H -2.8700 2.0661 -1.3092
H 1.6971 2.5415 7.1642
C 1.3677 -2.8945 3.9724
H 2.6067 -0.2477 4.0565
H -1.9091 -5.3314 -3.3001
C -4.2807 -0.0528 -0.7875
C 0.5091 3.8107 -3.7939
C -4.0714 3.8920 -1.0756
H -3.2241 -2.5491 2.3531
C -0.8162 -3.9450 -2.0838
H -4.1172 -4.5772 -2.4952
H -1.4503 -2.1012 4.2006
H 4.7748 0.8600 -0.3061
C -6.2393 0.8944 0.2377
H 1.6302 -1.0076 -1.3004
C 2.7460 0.3938 -0.1289
H -0.6315 1.9823 -4.0950
C 2.6309 -0.5878 -1.2412
H 3.3400 -1.4048 -1.0980
C 2.1781 -4.0154 3.9086
Os -0.2624 0.1983 0.6891
C -0.3944 1.0645 4.9547
H -7.2103 1.3623 0.1471
H -4.2894 -2.7804 -0.8405
C 1.3718 1.9229 6.3388
H -0.2787 4.5526 -3.6478
C -5.7278 0.5993 1.4945
*
```

The electronic energy comes out at -104278.6653 eV. The value obtained for the energy above the lowest of the compared OMol25 structures with the same formula, charge and spin is 0.00 kcal/mol. The calculation puts the largest force on an atom at 0.504 eV Å⁻¹. The value obtained for the HOMO energy (spin up / spin down) is -16.234 / -16.149 eV.

# 4
Below is a structure of composition C37H38N4O4S3V, with properties calculated with ωB97M-V with the def2-TZVPD basis set.

```
! RIJCOSX wB97M-V def2-TZVPD def2/J DEFGRID3
* xyz 0 2
V -0.8064 1.2530 -3.7192
O -1.8139 0.9735 -2.0751
S -2.2577 3.3939 -3.6513
C -2.0519 0.1885 -6.5435
C 2.0945 -1.5433 -3.2421
H -1.2969 -0.5956 -6.4689
H -3.9644 -1.6163 3.5189
H -2.8394 -0.1404 -7.2221
H -2.1587 5.2894 -5.1023
C -1.6107 0.7716 3.4537
C -3.9796 1.5604 -4.9749
C 0.9615 2.7638 -1.7266
H 0.4440 -3.0986 -0.9391
H -4.6173 3.3878 -4.0245
H 3.0039 -3.1706 6.5236
H -2.4589 0.8798 7.2210
O 0.3606 -0.2060 -4.2278
C 4.9398 -3.6546 2.0226
N -1.2940 0.8467 2.0853
H -2.1811 2.2392 -7.2482
H -1.1240 2.6997 6.2046
H -4.0597 2.1430 -2.8914
C -1.0092 -0.1298 -0.1212
H -3.6472 -1.0717 7.0912
H -3.0094 -1.1039 2.1329
C 3.8626 -2.1771 4.1130
H -4.9548 1.0785 -4.9083
C -0.1663 -1.2658 1.8423
H -0.8914 1.2820 -7.9780
H 1.9699 3.5725 -0.0070
C -1.4739 1.8753 5.5969
C 5.1146 -4.0822 3.3221
C 4.2143 -2.4991 1.7507
C -1.1733 1.8313 4.2512
C -2.9568 -1.3709 3.1852
H -0.5873 2.6154 3.7886
H -2.3559 -2.2805 3.2621
H 4.4791 -2.2287 6.8601
C 0.0860 -2.2882 -0.3196
H 0.0854 4.4410 -5.3584
H 3.2924 1.5027 0.3900
H -0.6877 4.2545 -6.9340
C -1.4239 1.4808 -7.0478
H 5.6721 -4.9807 3.5494
H 0.3208 3.6262 -1.8677
C 3.6943 -1.7577 2.8017
N 0.7979 1.7691 -2.5689
C -2.3845 -0.2537 4.0161
H 5.3623 -4.2137 1.1975
H -3.8984 2.0164 -5.9611
S -0.2094 2.1845 -5.8520
C 2.6038 1.5818 -0.4393
O 4.7348 -3.8784 5.6184
C -2.6777 -0.2018 5.3877
H 3.4459 -1.5836 4.9136
H -1.5105 1.7021 1.5853
C -0.8521 -0.1783 1.2799
C -3.8789 2.6011 -3.8640
C 0.3015 -2.2964 1.0554
O -1.7986 2.1147 -0.1789
C 1.3409 -0.3926 -3.3566
C -2.2182 0.8528 6.1653
C 3.0241 -0.7994 -1.1228
C 2.8942 -1.7474 -2.1057
S -2.7213 0.2445 -4.8496
H 3.1341 -0.8592 2.5805
C 2.4428 0.4827 -1.3183
C 4.0815 -3.2332 6.6952
H 0.0037 -1.2695 2.9117
H -2.8762 3.8986 -5.9106
H -4.5347 -1.2848 5.5847
C 4.5578 -3.3563 4.3748
C -0.5656 -1.2097 -0.8850
C 1.5666 0.6464 -2.3939
H 1.9873 -2.3198 -3.9877
H 3.3820 -2.7019 -1.9536
C -3.5361 -1.2639 6.0250
C -0.7079 3.9199 -5.8955
H -3.1067 -2.2600 5.9020
C -1.5895 1.0710 -0.7979
N 3.5086 -1.0587 0.1903
H -0.7493 -1.1896 -1.9505
C -2.0616 4.2151 -5.2610
H 4.2713 -3.8441 7.5732
C 1.8806 2.7156 -0.6605
N 3.9623 -2.1985 0.3736
H 0.8491 -3.1107 1.5152
*
```

The electronic energy comes out at -111331.3167 eV. The value obtained for the energy above the lowest of the compared OMol25 structures with the same formula, charge and spin is 0.00 kcal/mol. The calculation puts the largest force on an atom at 0.923 eV Å⁻¹. The value obtained for the HOMO energy (spin up / spin down) is -6.412 / -5.754 eV.

# 5
Below is a structure of composition C37H39As2Cl2MgO16S3 in a non-equilibrium geometry, with properties calculated with ωB97M-V with the def2-TZVPD basis set.

```
! RIJCOSX wB97M-V def2-TZVPD def2/J DEFGRID3
* xyz -1 1
H -3.7526 -3.7213 3.9062
C 0.5343 4.7524 -0.5976
S 0.4560 1.4711 2.0383
H 4.9645 2.2772 0.1921
C 4.0376 -0.0861 -0.8416
H 2.8022 -5.8608 2.7827
H 0.0868 -0.4861 -2.4434
C -3.6601 1.2805 -1.8004
O -3.4440 -0.1979 0.0844
H 1.2124 -1.2381 -1.2529
C 4.0796 1.5230 -2.8423
Cl -6.8186 1.9550 -4.0649
O -0.8716 2.0018 1.6102
H -4.3222 2.7734 -3.2675
C 1.1090 -6.1442 1.4975
H -0.8973 -3.6074 3.5567
H 0.0236 4.4632 -1.5246
H 6.1467 3.2468 -1.6927
C 1.9314 -3.9918 2.1716
C 0.2042 2.3231 -4.0475
S -1.1796 -3.4897 -0.3589
H -3.9111 -4.9551 1.9863
H 2.6616 -3.3899 2.7250
O -1.8648 -0.7064 2.3581
H -0.9134 -0.0011 8.2569
H 0.3039 4.0099 0.1788
H -2.2026 -5.0880 2.1785
C 2.7055 4.2998 -1.7084
H 1.8746 -0.7629 -2.7945
C 3.0427 1.7931 -5.4846
O -1.2967 1.0968 -1.3026
O 0.6480 0.2720 0.9892
O -0.5048 1.1585 -3.9174
C -5.7968 1.3120 -2.8767
C 6.8732 2.8686 -2.4147
C -4.1244 0.1969 -0.9313
C -1.7362 -2.9742 3.8852
C 5.4095 0.9361 -3.3178
S -1.0222 -1.1807 3.5210
As 3.6176 3.0472 -4.0594
H -7.2367 -0.1696 -2.3533
C -2.8465 -3.8145 0.5210
H -3.2740 -4.6068 -0.1094
C 0.0468 -4.1498 0.7326
O 0.4397 0.9143 3.4449
H -2.0429 1.8000 -5.2190
H -2.1361 2.7833 -2.1157
H 5.1737 1.5777 1.8164
O 1.5724 2.4281 1.8821
H 3.9191 1.5934 -6.1204
O 6.5597 1.5593 -2.9415
H 2.2290 2.2651 -6.0469
H 1.1413 -7.2343 1.5535
O 1.9553 4.8768 -0.7347
C -2.7030 0.5762 4.8515
H -3.0178 1.3530 8.1457
O -0.0306 3.1183 -4.9502
C -1.4128 0.2055 7.3053
Mg -1.4639 -0.0928 0.4096
C 2.0095 -5.3756 2.2074
H 0.1483 5.7343 -0.2827
Cl -5.9011 -1.6750 -0.2183
H 0.9989 -2.2661 1.2441
C -5.4258 -0.3632 -1.1863
C 0.9877 -3.3497 1.3859
H -0.6018 -6.1162 0.1497
C -3.0354 -3.3145 3.1837
C 4.5273 1.6043 0.9364
H -3.4507 -2.8956 0.3333
O 4.4553 0.2516 0.4287
H -3.5121 -2.3846 2.8432
H 6.9126 3.5859 -3.2568
H -4.1118 1.7322 5.9750
C 1.1103 -0.5067 -2.0605
C 0.1077 -5.5324 0.7477
C -2.5840 0.9278 7.2421
C 3.4453 1.0004 -1.7455
C -2.3061 1.7538 -1.7389
O 4.0011 -1.2742 -1.0905
O 5.5489 0.0044 -4.0825
C 1.0791 2.5561 -2.8604
O 3.8980 4.5986 -1.6820
H 7.8609 2.7907 -1.9471
H 3.5505 1.9705 1.2675
H -1.9582 -0.0066 -4.9051
C -4.5387 1.8733 -2.7028
O -0.9848 -2.0037 -0.2393
H -1.7604 -3.0772 4.9943
C -2.9810 -4.3286 1.9672
C -0.8678 -0.3383 6.1533
H -0.7872 0.8102 -6.0105
H 0.0897 -0.8898 6.1555
H -3.1402 0.7534 3.8807
H 2.7349 0.8073 -5.0686
C 2.0853 3.4943 -2.8448
C -1.5478 -0.2111 4.9456
C -3.2126 1.1280 6.0210
C -1.3999 0.9146 -5.1077
C -6.2416 0.1955 -2.1517
As 1.5194 1.2620 -1.3285
*
```

The electronic energy comes out at -256434.5522 eV. The value obtained for the energy above the lowest of the compared OMol25 structures with the same formula, charge and spin is 3.56 kcal/mol. The calculation puts the largest force on an atom at 3.577 eV Å⁻¹. The value obtained for the HOMO energy (spin up / spin down) is -4.859 / -4.828 eV.